{
  "formula": "C40H44ClF5NO4P",
  "method": "ωB97M-V/def2-TZVPD",
  "symbols": ["C", "C", "O", "C", "C", "C", "C", "O", "N", "C", "C", "O", "C", "C", "P", "O", "Cl", "H", "H", "H", "H", "H", "H", "H", "H", "H", "H", "H", "H", "H", "H", "H", "H", "H", "H", "H", "F", "C", "C", "C", "C", "C", "C", "H", "H", "H", "H", "H", "F", "C", "C", "C", "C", "C", "C", "H", "H", "H", "H", "H", "F", "C", "C", "C", "C", "C", "C", "H", "H", "H", "H", "H", "F", "C", "C", "C", "C", "C", "C", "H", "H", "H", "H", "H", "F", "C", "C", "C", "C", "C", "C", "H", "H", "H", "H", "H"],
  "positions_angstrom": [[1.6276, 1.8504, 3.3634], [1.7473, 1.6804, 1.8611], [1.3590, 0.3717, 1.4484], [-0.0464, 0.2380, 1.3332], [-0.6656, -0.9202, 2.1281], [0.1394, -1.6077, 3.2506], [-0.9846, -2.1362, 4.1657], [-0.8410, -2.6102, 5.2517], [-2.2710, -1.9183, 3.5148], [-2.0226, -0.6308, 2.8156], [-3.0934, -0.2387, 1.8154], [-4.2589, 0.3097, 2.4222], [-5.0946, 1.0102, 1.5086], [-5.2935, 2.4800, 1.8615], [-1.8037, 0.5880, 4.2719], [-2.3176, 2.0036, 3.6407], [-3.3887, 0.0749, 5.4985], [2.3167, 1.1895, 3.8805], [1.7466, 2.8845, 3.6752], [0.6191, 1.5497, 3.6486], [2.7950, 1.7949, 1.5797], [1.1916, 2.4483, 1.3199], [-0.3186, 0.1002, 0.2836], [-0.5515, 1.1568, 1.6429], [-0.8925, -1.7637, 1.4760], [0.8517, -0.9635, 3.7503], [0.6231, -2.5110, 2.8853], [-2.3884, -2.6602, 2.8254], [-3.3843, -1.1054, 1.2234], [-2.6698, 0.5109, 1.1417], [-6.0730, 0.5260, 1.5309], [-4.7414, 0.9230, 0.4792], [-5.7084, 2.9736, 0.9848], [-6.0190, 2.5603, 2.6650], [-4.3634, 2.9723, 2.1224], [-3.2871, 2.0231, 3.6516], [4.8909, 0.1111, 4.5852], [4.7396, -0.9979, 3.8307], [5.0749, -0.9395, 2.4921], [4.9190, -2.0711, 1.7060], [4.4293, -3.2422, 2.2668], [4.0925, -3.2769, 3.6120], [4.2487, -2.1501, 4.4086], [5.4510, -0.0134, 2.0760], [5.1779, -2.0364, 0.6594], [4.3036, -4.1241, 1.6528], [3.6981, -4.1852, 4.0482], [3.9880, -2.1688, 5.4583], [-2.6524, -3.1136, 0.5769], [-3.1887, -3.9847, -0.3144], [-2.5329, -4.2011, -1.5077], [-3.0853, -5.0936, -2.4144], [-4.2760, -5.7434, -2.1188], [-4.9166, -5.5041, -0.9109], [-4.3700, -4.6188, 0.0067], [-1.6089, -3.6791, -1.7184], [-2.5833, -5.2815, -3.3536], [-4.7039, -6.4366, -2.8302], [-5.8457, -6.0069, -0.6802], [-4.8483, -4.4210, 0.9570], [-8.4235, 3.3645, 2.4772], [-8.2876, 4.7052, 2.4250], [-7.4638, 5.3287, 3.3404], [-7.3227, 6.7073, 3.2788], [-8.0056, 7.4381, 2.3162], [-8.8305, 6.7882, 1.4086], [-8.9737, 5.4092, 1.4563], [-6.9458, 4.7407, 4.0864], [-6.6772, 7.2111, 3.9853], [-7.8946, 8.5132, 2.2740], [-9.3662, 7.3559, 0.6598], [-9.6063, 4.8818, 0.7550], [4.7501, -1.8111, -1.3920], [5.0120, -0.6526, -2.0386], [4.7542, 0.5373, -1.3888], [5.0264, 1.7264, -2.0495], [5.5402, 1.7070, -3.3393], [5.7873, 0.4959, -3.9747], [5.5244, -0.6980, -3.3185], [4.3430, 0.5253, -0.3871], [4.8352, 2.6693, -1.5546], [5.7482, 2.6373, -3.8510], [6.1815, 0.4782, -4.9771], [5.7155, -1.6533, -3.7897], [6.8603, -0.6494, -6.4691], [6.8324, -0.7581, -7.8180], [5.7188, -1.3086, -8.4174], [5.6929, -1.4142, -9.8002], [6.7731, -0.9781, -10.5553], [7.8829, -0.4305, -9.9266], [7.9170, -0.3136, -8.5448], [4.8911, -1.6467, -7.8084], [4.8261, -1.8383, -10.2884], [6.7494, -1.0652, -11.6330], [8.7268, -0.0931, -10.5127], [8.7688, 0.1151, -8.0341]],
  "forces_ev_per_angstrom": [[-0.65, -0.24, -0.27], [0.70, -0.07, 0.19], [-0.29, 0.18, 0.01], [-0.30, -0.09, 0.15], [0.42, -0.27, 0.23], [-0.76, 0.07, -0.10], [0.34, 0.15, -0.11], [-0.11, -0.29, -0.12], [0.29, 0.20, 0.41], [-0.62, -0.43, 0.27], [-0.27, 0.26, 0.12], [0.29, 0.19, 0.06], [-0.42, -0.08, -0.04], [-0.11, -0.52, -0.12], [0.16, 0.12, -0.04], [-0.08, -0.02, 0.28], [0.12, 0.16, -0.21], [0.20, 0.07, 0.09], [0.23, 0.07, 0.03], [-0.03, 0.08, 0.22], [0.03, -0.09, -0.18], [-0.20, -0.02, -0.06], [0.18, 0.03, -0.13], [0.13, 0.20, 0.10], [-0.09, 0.27, -0.53], [0.10, -0.06, 0.21], [0.44, 0.12, -0.03], [-0.22, 0.00, 0.01], [0.10, -0.13, -0.14], [0.10, 0.04, -0.08], [-0.05, -0.08, -0.05], [0.31, -0.11, 0.01], [-0.08, 0.19, 0.01], [0.09, 0.18, 0.19], [0.18, 0.12, 0.00], [0.00, -0.03, -0.36], [-0.02, -0.01, 0.05], [-0.04, -0.12, -0.19], [0.05, 0.18, -0.06], [0.02, -0.03, 0.15], [-0.05, -0.03, -0.01], [-0.01, 0.02, -0.04], [-0.07, -0.05, 0.16], [0.02, 0.00, 0.03], [0.00, 0.00, 0.07], [0.01, 0.00, 0.00], [0.01, 0.00, 0.03], [0.01, 0.06, 0.00], [0.04, -0.13, -0.04], [-0.11, -0.17, -0.15], [0.16, 0.10, -0.02], [-0.09, -0.03, 0.05], [0.00, -0.02, -0.02], [0.07, 0.01, -0.07], [-0.08, 0.04, 0.16], [0.00, 0.00, 0.03], [0.01, 0.02, -0.01], [0.00, 0.00, 0.00], [0.00, -0.01, 0.02], [0.01, 0.02, 0.00], [-0.05, -0.03, 0.00], [0.03, 0.17, -0.01], [0.08, -0.08, 0.10], [-0.06, 0.01, -0.08], [0.01, 0.04, 0.00], [0.06, 0.00, 0.07], [-0.08, -0.06, -0.11], [-0.01, -0.02, -0.01], [0.00, -0.01, 0.02], [0.00, 0.00, 0.00], [0.00, -0.01, -0.02], [0.00, -0.02, 0.02], [-0.02, -0.04, -0.23], [0.01, 0.19, -0.05], [-0.06, 0.01, 0.17], [0.04, -0.04, -0.10], [-0.01, 0.00, 0.01], [-0.10, 0.22, 0.23], [0.04, -0.17, -0.08], [-0.02, -0.04, -0.01], [-0.01, 0.00, 0.01], [0.00, 0.00, 0.00], [-0.04, 0.07, 0.13], [-0.01, 0.00, 0.01], [0.12, -0.18, -0.28], [0.00, -0.02, -0.16], [-0.13, -0.05, 0.09], [0.10, 0.04, -0.02], [-0.01, 0.00, -0.04], [-0.09, -0.04, 0.00], [0.13, 0.07, 0.07], [0.01, 0.02, 0.02], [-0.01, -0.01, 0.01], [0.00, 0.00, 0.00], [0.01, 0.02, 0.01], [-0.01, -0.02, 0.02]],
  "homo_lumo_gap_ha": 0.3373,
  "smiles": "CCOC[C@H]1CC(=O)N[C@@]1(COCC)P(O)Cl.Fc1ccccc1.Fc1ccccc1.Fc1ccccc1.Fc1ccccc1.Fc1ccccc1",
  "charge": 0
}

{
  "formula": "H12NO4",
  "method": "ωB97M-V/def2-TZVPD",
  "symbols": ["N", "H", "H", "H", "H", "O", "H", "H", "O", "H", "H", "O", "H", "H", "O", "H", "H"],
  "positions_angstrom": [[-13.5102, -23.6957, 1.2074], [-13.6972, -22.8319, 0.7435], [-12.5509, -23.8971, 1.1747], [-13.9942, -24.3871, 0.7594], [-13.7448, -23.7073, 2.2037], [-10.3182, -25.0066, 2.4415], [-9.5679, -25.4615, 2.8983], [-9.9221, -24.7817, 1.5998], [-11.0955, -22.0927, 2.1750], [-10.9895, -21.6040, 2.9991], [-11.1470, -21.4589, 1.5112], [-13.8248, -21.5344, 3.6219], [-13.3926, -20.8915, 3.1013], [-14.1935, -21.1216, 4.3832], [-13.9548, -20.4045, -0.6224], [-14.7009, -20.9551, -0.4129], [-14.3766, -19.6592, -1.0751]],
  "forces_ev_per_angstrom": [[0.15, 1.22, 1.94], [-0.07, 1.10, 0.02], [2.24, -0.23, -0.07], [-1.73, -2.57, -1.54], [-0.23, 0.65, 0.12], [0.83, -0.71, 0.56], [-1.07, 0.46, -0.35], [0.16, 0.22, -0.28], [-0.30, -1.72, 1.54], [0.08, -0.20, 0.02], [0.11, 1.98, -1.87], [-0.28, -2.09, -0.37], [0.64, 1.32, -0.62], [-0.41, 0.64, 0.83], [0.19, 0.25, -0.05], [-0.64, -0.28, 0.08], [0.34, -0.04, 0.04]],
  "homo_lumo_gap_ha": 0.4048,
  "charge": 1,
  "de_lowest_ev": 1.774
}

{
  "formula": "C10H12ClN2O",
  "method": "ωB97M-V/def2-TZVPD",
  "symbols": ["C", "C", "C", "C", "C", "C", "Cl", "N", "C", "N", "O", "C", "C", "C", "H", "H", "H", "H", "H", "H", "H", "H", "H", "H", "H", "H"],
  "positions_angstrom": [[3.6241, 0.4907, 0.6048], [2.1459, 0.4351, 0.4643], [1.3930, -0.3514, 1.3462], [0.0292, -0.3943, 1.2542], [-0.6522, 0.3775, 0.2839], [-2.0793, 0.4189, 0.3843], [-2.9341, 1.8877, 0.4179], [-2.7943, -0.6906, 0.5627], [-2.4368, -2.0096, 0.3075], [-1.5589, -2.4369, -0.5650], [-0.8280, -1.8082, -1.3472], [0.0980, 1.1125, -0.6633], [-0.5545, 1.7248, -1.8527], [1.4788, 1.1300, -0.5399], [4.0380, 1.3756, 0.1291], [3.9073, 0.4752, 1.6544], [4.0718, -0.3849, 0.1334], [1.8951, -0.9167, 2.1159], [-0.5436, -0.9468, 1.9837], [-3.7587, -0.5713, 0.8683], [-3.0061, -2.7511, 0.8449], [-1.4703, -3.4709, -0.6035], [-0.1936, 1.2170, -2.7461], [-1.6335, 1.6148, -1.8313], [-0.2934, 2.7768, -1.9485], [2.0562, 1.6961, -1.2581]],
  "forces_ev_per_angstrom": [[0.19, -0.01, -0.07], [-0.43, -0.02, 0.01], [0.06, 0.02, -0.08], [-0.34, 0.21, -0.11], [0.58, 0.11, 0.09], [0.16, -0.65, -0.10], [0.00, -0.30, 0.02], [0.01, 0.89, -0.25], [0.11, -0.60, 0.08], [-0.32, -0.50, 0.19], [-0.07, 0.55, -0.06], [-0.18, -0.18, 0.32], [0.00, 0.14, -0.17], [-0.08, -0.08, 0.15], [0.05, 0.04, 0.01], [0.08, 0.04, 0.04], [0.06, -0.05, -0.03], [0.05, -0.03, 0.12], [-0.02, -0.11, 0.11], [0.15, 0.03, -0.06], [0.09, -0.07, -0.05], [-0.11, 0.38, 0.18], [0.01, -0.03, -0.08], [0.00, 0.10, -0.15], [-0.06, 0.08, -0.02], [0.03, 0.04, -0.08]],
  "homo_lumo_gap_ha": [0.2801, 0.2802],
  "smiles": "Cc1ccc(/C(Cl)=[NH+]\\C=[NH+]/[O-])c(C)c1",
  "charge": 1,
  "de_lowest_ev": 0.279
}

{
  "formula": "C4H9NO2",
  "method": "ωB97M-V/def2-TZVPD",
  "symbols": ["C", "N", "C", "C", "O", "C", "O", "H", "H", "H", "H", "H", "H", "H", "H", "H"],
  "positions_angstrom": [[-1.5516, -1.0951, -0.3555], [-1.1392, -0.3652, 0.8519], [0.1356, 0.2876, 0.6037], [1.2938, -0.6891, 0.4710], [2.4142, -0.5031, 0.0729], [0.2236, 1.2989, -0.5459], [1.4807, 2.0494, -0.2153], [-0.9058, -1.8809, -0.8417], [-2.3616, -1.6241, -0.0375], [-1.8446, -0.2528, -1.0999], [-1.1109, -1.0325, 1.5943], [0.3882, 0.9299, 1.4709], [1.0296, -1.7062, 0.9043], [-0.5708, 2.0947, -0.5799], [0.2131, 0.6690, -1.5651], [2.3057, 1.8197, -0.7282]],
  "forces_ev_per_angstrom": [[0.91, 2.42, -1.58], [0.77, 0.01, -1.83], [0.38, 1.07, 0.91], [0.28, -1.08, 0.78], [-0.50, 0.04, -0.19], [1.18, -0.12, -1.48], [-0.49, -0.45, -1.40], [0.23, 1.06, 0.48], [-2.76, -1.34, 0.29], [0.31, -1.93, 0.84], [0.44, -0.12, 0.79], [-0.05, -0.48, -0.05], [0.10, 0.44, -0.28], [0.61, -1.10, 0.15], [0.42, 1.83, 1.93], [-1.82, -0.26, 0.62]],
  "homo_lumo_gap_ha": 0.3709,
  "smiles": "CN[C@@H](C=O)CO",
  "charge": 0,
  "de_lowest_ev": 3.081
}